The molecule C20H21N3O2. Source: OMol25; level of theory: the ωB97M-V functional and the def2-TZVPD basis.

The geometry in XYZ format:
```
46
Properties=species:S:1:pos:R:3
C 4.15869 2.99028 1.07711
H 4.84852 2.14204 1.13278
H 4.69079 3.86955 0.69863
H 3.77519 3.20548 2.07396
O 3.02707 2.69071 0.30100
C 3.19737 2.31371 -1.01333
C 4.44462 2.27241 -1.61581
C 4.60571 1.83901 -2.92224
C 3.49937 1.44173 -3.64286
C 2.24679 1.49715 -3.06137
C 2.04939 1.93541 -1.74918
N 0.74812 1.97600 -1.27118
C 0.33317 2.68520 -0.08891
H -0.62281 3.17988 -0.30030
C 0.17766 1.72544 1.08586
N -0.71927 0.63639 0.72063
C -0.84353 -0.37176 1.61332
O -0.15734 -0.40596 2.62910
C -1.84495 -1.43097 1.38463
C -3.08530 -1.47252 0.79306
C -3.62584 -2.76029 1.04370
C -4.82536 -3.38880 0.70043
C -5.03218 -4.68097 1.12133
C -4.07233 -5.36491 1.87706
C -2.88036 -4.77328 2.23007
C -2.66309 -3.46493 1.81111
N -1.60592 -2.63454 1.99990
H -0.78779 -2.79819 2.56445
H -2.14084 -5.30002 2.81454
H -4.27664 -6.37856 2.18878
H -5.95262 -5.18652 0.86846
H -5.56863 -2.86528 0.11754
H -3.58871 -0.67707 0.28042
C -1.25658 0.66813 -0.61535
H -1.72365 -0.29119 -0.83596
C -0.15773 0.91062 -1.66188
H -0.65533 1.15012 -2.61295
H 0.41454 -0.01463 -1.80263
H -2.02300 1.44939 -0.68941
H 1.15325 1.30997 1.35761
H -0.22365 2.23812 1.96656
H 1.05990 3.45338 0.15624
H 1.38939 1.20793 -3.64730
H 3.60145 1.09602 -4.66037
H 5.59213 1.81164 -3.35854
H 5.32036 2.56469 -1.05876
```

Calculated values
- ΔE to the lowest compared entry with this formula, charge and spin (kcal per mole) = 47.3
- electronic energy (Eh) = -1089.4769

Partial atomic charges computed with the Löwdin method, in multiples of e:
1. C -0.08
2. H 0.10
3. H 0.10
4. H 0.10
5. O -0.13
6. C -0.19
7. C -0.03
8. C -0.10
9. C -0.10
10. C -0.03
11. C -0.15
12. N -0.08
13. C -0.14
14. H 0.13
15. C -0.10
16. N -0.03
17. C -0.40
18. O 0.06
19. C -0.16
20. C 0.03
21. C -0.17
22. C -0.04
23. C -0.10
24. C -0.10
25. C -0.02
26. C -0.20
27. N 0.14
28. H 0.16
29. H 0.11
30. H 0.10
31. H 0.10
32. H 0.11
33. H 0.11
34. C -0.13
35. H 0.11
36. C -0.13
37. H 0.12
38. H 0.13
39. H 0.13
40. H 0.13
41. H 0.13
42. H 0.12
43. H 0.10
44. H 0.10
45. H 0.10
46. H 0.10

---

A structure of composition H5O3 at a distorted geometry. Source: OMol25; level of theory: the ωB97M-V functional and the def2-TZVPD basis.

The geometry in XYZ format:
```
8
Properties=species:S:1:pos:R:3
O 0.73210 -1.53577 1.87370
H 0.46289 -1.33666 0.95835
O -0.83819 0.94902 -2.04322
H -0.18289 0.57165 -1.14991
H -1.73771 0.64453 -1.93649
O 0.23894 0.49443 0.07724
H 0.49639 -0.66113 2.21410
H -0.14176 1.31348 0.40862
```

Calculated values
- ΔE to the lowest compared entry with this formula, charge and spin (kcal per mole) = 10.9
- electronic energy (Eh) = -228.7335
- net charge = -1

Partial atomic charges computed with the Löwdin method, in multiples of e:
1. O -0.14
2. H 0.00
3. O -0.32
4. H -0.05
5. H -0.07
6. O -0.37
7. H 0.00
8. H -0.06

---

A cluster of 2 separate species, C11H15N2 in total at a distorted geometry. Source: OMol25; level of theory: the ωB97M-V functional and the def2-TZVPD basis.

The geometry in XYZ format:
```
28
Properties=species:S:1:pos:R:3
C -3.47175 0.42007 -0.78725
C -3.20648 0.58203 0.56441
C -2.57174 -0.11101 -1.64210
C -1.92469 0.20496 1.03680
C -1.35683 -0.58475 -1.20494
C -1.01007 -0.35076 0.17356
C 1.18486 1.18931 0.49540
C 2.23804 0.35155 -1.48041
C 0.28167 -0.78119 0.62111
C 0.85199 2.35753 1.27952
C 2.24725 -2.21855 0.54561
N 1.69913 1.01269 -0.61199
N 1.08491 -1.54998 -0.04785
H -4.40308 0.82073 -1.14995
H -3.90166 1.01899 1.25016
H -2.55292 0.08899 -2.76057
H -1.60924 0.27811 2.07220
H -0.45076 -0.98134 -1.78279
H 1.72552 0.37043 -2.55336
H 3.27413 0.20124 -1.52298
H 0.42861 -1.01717 1.70054
H 0.96910 3.25352 0.68684
H 1.75416 2.38592 2.04944
H -0.12511 2.33003 1.74450
H 2.27415 -3.29953 0.86200
H 3.16347 -2.23149 0.01717
H 2.64060 -1.70520 1.37242
H 0.76674 -2.03513 -0.92748
```

Calculated values
- ΔE to the lowest compared entry with this formula, charge and spin (kcal per mole) = 84.7
- electronic energy (Eh) = -537.2776
- net charge = +1

Partial atomic charges computed with the Löwdin method, in multiples of e:
1. C -0.08
2. C -0.02
3. C -0.09
4. C -0.03
5. C -0.01
6. C -0.24
7. C -0.07
8. C 0.01
9. C -0.16
10. C -0.02
11. C -0.05
12. N 0.03
13. N -0.05
14. H 0.12
15. H 0.11
16. H 0.14
17. H 0.12
18. H 0.12
19. H 0.15
20. H 0.09
21. H 0.17
22. H 0.09
23. H 0.16
24. H 0.08
25. H 0.12
26. H 0.07
27. H 0.07
28. H 0.17

---

The ion C6H8N with charge +1 at a distorted geometry. Source: OMol25; level of theory: the ωB97M-V functional and the def2-TZVPD basis.

The geometry in XYZ format:
```
15
Properties=species:S:1:pos:R:3
C -1.13940 -1.30743 -0.03612
C 0.12908 -0.87259 0.63526
C -0.03522 0.66764 0.68663
C 1.26734 -0.63914 -0.40590
C 0.98866 0.77924 -0.28878
C -1.47064 0.92721 -0.05521
N -1.89201 -0.35944 -0.37856
H -1.37383 -2.33752 -0.24915
H 0.38962 -1.42284 1.53312
H -0.06049 1.26109 1.59354
H 2.28643 -0.86790 -0.06605
H 1.17372 -1.09514 -1.39561
H 1.39305 1.64749 -0.79168
H -2.17255 1.39664 0.63754
H -1.38904 1.54193 -0.95313
```

Calculated values
- ΔE to the lowest compared entry with this formula, charge and spin (kcal per mole) = 99.9
- electronic energy (Eh) = -287.7970
- net charge = +1

Partial atomic charges computed with the Löwdin method, in multiples of e:
1. C -0.06
2. C -0.17
3. C -0.14
4. C -0.04
5. C 0.18
6. C -0.08
7. N 0.08
8. H 0.14
9. H 0.16
10. H 0.18
11. H 0.17
12. H 0.16
13. H 0.16
14. H 0.14
15. H 0.13